Here is C14H34NO8P3S5Y as an isolated structure from OMol25. Energies are from ωB97M-V with the def2-TZVPD basis set.

```
66
C14H34NO8P3S5Y (ωB97M-V with the def2-TZVPD basis set)
Y 0.2916 0.5866 -0.0144
C 4.2676 1.8535 1.1291
C 4.3187 1.2077 -0.2501
S 3.2221 -0.1974 -0.5139
C 3.7532 -1.3175 0.7941
C 3.1770 -1.1408 2.2023
S 1.4113 -0.7552 2.3056
C 1.3684 0.6342 3.4716
C 2.3735 1.7688 3.2524
S 2.5844 2.3329 1.5466
H 4.8909 2.7476 1.1364
H 4.6653 1.1821 1.8871
H 5.3366 0.8823 -0.4720
H 4.0494 1.9298 -1.0243
H 4.8430 -1.2680 0.8530
H 3.4983 -2.3043 0.4175
H 3.6924 -0.3591 2.7499
H 3.3307 -2.0660 2.7572
H 1.4820 0.2487 4.4854
H 0.3529 1.0203 3.3830
H 3.3601 1.5120 3.6349
H 2.0311 2.6196 3.8391
N -2.3756 3.8404 -1.2220
C -2.1922 3.3525 0.2201
C -3.0557 4.1513 1.1851
P -2.5413 1.5211 0.1110
O -4.0916 1.3942 0.4093
O -1.7010 0.7998 1.1355
O -2.1555 1.2213 -1.2975
P -0.3886 3.4726 0.5756
O -0.1585 5.0410 0.3980
O -0.1081 2.9413 1.9251
O 0.2532 2.7226 -0.5940
H -3.3268 4.1768 -1.3768
H -2.1960 3.0078 -1.8140
H -1.7310 4.5935 -1.4714
H -4.1151 4.0306 0.9535
H -2.7945 5.2101 1.1715
H -2.8932 3.7797 2.1960
H -4.3308 0.7345 1.0698
H 0.5390 5.4020 0.9570
C -1.2151 -4.1027 0.5255
C -1.7824 -2.7066 0.3923
C -2.1555 -2.1522 1.7439
O -0.8653 -1.7347 -0.2665
P -0.0221 -2.1183 -1.6135
S 1.5605 -3.1357 -1.1922
S 0.3212 -0.3143 -2.4402
O -1.1460 -2.8629 -2.4204
C -1.1430 -3.4089 -3.7835
C -2.3093 -2.7597 -4.4881
C 0.1687 -3.2210 -4.5123
H -1.9768 -4.6932 1.0396
H -0.3065 -4.1051 1.1264
H -1.0002 -4.5747 -0.4281
H -2.6498 -2.7175 -0.2683
H -1.3079 -2.2071 2.4304
H -2.9564 -2.7684 2.1551
H -2.4929 -1.1225 1.6944
H -1.3297 -4.4719 -3.6352
H -2.1333 -1.6872 -4.5932
H -3.2352 -2.9078 -3.9332
H -2.4269 -3.1935 -5.4827
H 0.3791 -2.1655 -4.6940
H 0.0785 -3.7187 -5.4795
H 1.0090 -3.6607 -3.9788
```

Net charge = +1
Strongest force on any atom = 0.80 eV/A
HOMO energy = -10.25 eV
Lowest unoccupied orbital energy = -0.0835 Eh
Gap between HOMO and LUMO = 0.293 Ha
Energy above the lowest of the compared OMol25 structures with the same formula, charge and spin = 19.8 kcal/mol
Total energy = -116034.047 eV

---

Here is a 3-piece molecular cluster, C4H14N2O2 overall from OMol25. Energies are from ωB97M-V with the def2-TZVPD basis set.

```
22
C4H14N2O2 (ωB97M-V with the def2-TZVPD basis set)
C -0.9870 0.3380 -1.8793
C 0.5211 0.4914 -1.6891
C 0.9666 0.8325 -0.2287
N 0.0594 0.2239 0.7331
C -0.7839 0.9311 1.3499
N -0.9204 2.3563 1.3422
H -1.4056 -0.4941 -1.3330
H -1.4507 1.2172 -1.4179
H -1.2597 0.2078 -2.9235
H 0.9885 -0.4057 -2.0615
H 0.9144 1.3501 -2.2366
H 0.9260 1.9118 -0.2516
H 1.9746 0.5117 0.0203
H -1.4846 0.4662 2.0390
H -0.0464 2.8114 1.5783
H -1.1880 2.7631 0.4552
O 0.9249 -2.1351 2.0212
H 1.0970 -1.5316 2.7524
H 0.4129 -1.5094 1.4620
O 0.1322 -2.2790 -1.4164
H -0.3954 -2.3462 -0.6103
H -0.2772 -2.8311 -2.0858
```

Strongest force on any atom = 1.16 eV/A
HOMO energy = -10.05 eV
Lowest unoccupied orbital energy = 0.0283 Eh
Gap between HOMO and LUMO = 0.398 Ha
Energy above the lowest of the compared OMol25 structures with the same formula, charge and spin = 32.4 kcal/mol
Total energy = -11449.285 eV

---

Here is one molecule with the formula C5H8O2 from OMol25. Energies are from ωB97M-V with the def2-TZVPD basis set.

```
15
C5H8O2 (ωB97M-V with the def2-TZVPD basis set)
O -0.6838 -2.0362 -0.3848
C -0.4081 -0.8989 0.4289
C -1.3873 0.2537 0.3020
C -0.7810 1.4366 0.1901
C 0.7266 1.2834 0.1843
C 0.9634 -0.2389 0.0727
O 1.3073 -0.5512 -1.2631
H -0.9528 -1.6881 -1.2521
H -0.4063 -1.2962 1.4506
H -2.4608 0.0812 0.2877
H -1.2803 2.4091 0.1081
H 1.1663 1.6898 1.1046
H 1.2101 1.7846 -0.6623
H 1.7655 -0.5927 0.7381
H 1.2355 -1.5150 -1.3199
```

Strongest force on any atom = 0.62 eV/A
HOMO energy = -9.66 eV
Lowest unoccupied orbital energy = 0.0334 Eh
Gap between HOMO and LUMO = 0.388 Ha
Energy above the lowest of the compared OMol25 structures with the same formula, charge and spin = 21.8 kcal/mol
Total energy = -9408.887 eV

---

Here is an isolated ion of composition C29H34N3 and charge +1 from OMol25. Energies are from ωB97M-V with the def2-TZVPD basis set.

```
66
C29H34N3 (ωB97M-V with the def2-TZVPD basis set)
C 3.4753 5.0751 2.1999
C 2.4694 3.9603 1.9676
C 2.2566 2.9357 2.9170
C 1.4588 1.8144 2.5993
C 0.8106 1.6850 1.3385
C -0.1016 0.5325 1.0196
C 0.2070 -0.7079 1.7426
C -0.7186 -1.5822 2.4126
C -2.2385 -1.5706 2.5418
C -2.7492 -0.3753 3.3404
C -2.7579 -2.8182 3.2521
C -2.6396 -1.6370 1.0900
N -0.0533 -2.5075 3.1297
C 1.3189 -2.2846 3.0174
C 2.3072 -3.1270 3.5206
C 3.6255 -2.6744 3.3484
C 3.8799 -1.4656 2.6824
C 2.8514 -0.7201 2.0536
C 1.5168 -1.1832 2.1459
N -0.4917 0.4739 -0.5958
C -1.4482 1.1723 -1.2552
C -1.6659 1.0360 -2.6328
C -0.8922 0.0888 -3.3966
N -1.0487 -0.1242 -4.7503
C -0.4754 -1.2787 -5.4236
C -0.9024 -1.2569 -6.9252
C -1.4894 0.1585 -7.1492
C -1.7824 0.7278 -5.7137
C 0.0488 -0.6553 -2.6127
C 0.2299 -0.4405 -1.2665
C 0.8679 2.8257 0.4956
C 1.7510 3.8853 0.7673
H 3.4288 5.7707 1.3613
H 3.2842 5.6372 3.1160
H 4.5067 4.7056 2.2677
H 2.7379 3.0060 3.8956
H 1.2853 1.0977 3.4059
H -1.2115 0.9112 1.2580
H -2.4141 0.6143 2.9788
H -3.8450 -0.3699 3.3591
H -2.4331 -0.4576 4.3913
H -2.4467 -3.7437 2.7497
H -2.4717 -2.8749 4.3083
H -3.8452 -2.8011 3.2320
H -2.2146 -2.5827 0.6903
H -3.7198 -1.6297 0.9435
H -2.1823 -0.8307 0.5039
H -0.4563 -3.2875 3.6455
H 2.0551 -4.0988 3.9426
H 4.4591 -3.2720 3.7418
H 4.9352 -1.1080 2.6049
H 3.0665 0.1910 1.5110
H -2.0456 1.8644 -0.6673
H -2.4644 1.6563 -3.0742
H -0.7939 -2.2428 -5.0015
H 0.6209 -1.2578 -5.4226
H -1.6624 -2.0233 -7.1677
H -0.0277 -1.4188 -7.6104
H -0.7381 0.7799 -7.6806
H -2.3940 0.1068 -7.8109
H -1.4563 1.7835 -5.7118
H -2.8742 0.7132 -5.5719
H 0.6675 -1.4277 -3.0188
H 0.9652 -0.9884 -0.6734
H 0.1742 2.9364 -0.3655
H 1.8904 4.6796 0.0088
```

Net charge = +1
Strongest force on any atom = 4.95 eV/A
HOMO energy = -10.36 eV
Lowest unoccupied orbital energy = -0.0967 Eh
Gap between HOMO and LUMO = 0.284 Ha
Energy above the lowest of the compared OMol25 structures with the same formula, charge and spin = 4.1 kcal/mol
Total energy = -35089.124 eV

---

Here is one molecule with the formula C4H9N3O2 from OMol25. Energies are from ωB97M-V with the def2-TZVPD basis set.

```
18
C4H9N3O2 (ωB97M-V with the def2-TZVPD basis set)
C 0.3467 0.7994 1.6174
N 0.3990 -0.4337 0.8459
C 1.4152 -1.3996 1.2116
C -0.4847 -0.7362 -0.1843
O -0.8096 -1.9004 -0.4291
N -0.8994 0.3294 -0.9940
N -0.0611 1.5016 -1.1459
C -1.8350 0.1216 -2.0004
O -1.9833 0.8570 -2.9762
H 0.4200 0.5538 2.6821
H -0.6007 1.3238 1.4626
H 1.1893 1.4369 1.3390
H 1.3088 -2.3335 0.6535
H 1.3647 -1.6065 2.2834
H 2.3896 -0.9635 0.9686
H 0.7886 1.1689 -1.6089
H -0.5220 2.0798 -1.8597
H -2.4261 -0.7987 -1.8656
```

Strongest force on any atom = 2.10 eV/A
HOMO energy = -9.41 eV
Lowest unoccupied orbital energy = 0.0253 Eh
Gap between HOMO and LUMO = 0.371 Ha
Energy above the lowest of the compared OMol25 structures with the same formula, charge and spin = 30.3 kcal/mol
Total energy = -12858.615 eV

---

Here is C19H27N3O4S2 as an isolated structure from OMol25. Energies are from ωB97M-V with the def2-TZVPD basis set.

```
55
C19H27N3O4S2 (ωB97M-V with the def2-TZVPD basis set)
C 4.3310 0.7070 1.4730
H 3.9295 1.6790 1.7505
H 3.6824 -0.0624 1.8819
H 5.3198 0.6007 1.9132
C 4.4099 0.5752 -0.0486
C 3.0551 0.7324 -0.6688
C 2.5960 1.9245 -1.1308
S 0.9698 1.8272 -1.7674
C 0.9169 0.1494 -1.4152
C 2.0875 -0.3158 -0.8225
C 2.1775 -1.7021 -0.4084
O 1.3156 -2.5451 -0.6474
O 3.2824 -2.0221 0.2716
C 3.3678 -3.3629 0.7221
H 4.3125 -3.4425 1.2541
H 2.5323 -3.5934 1.3868
H 3.3440 -4.0536 -0.1240
N -0.1638 -0.6470 -1.6376
C -1.3994 -0.2609 -2.0203
N -2.3891 -1.2034 -2.0177
C -3.7219 -0.7820 -1.6363
H -4.4560 -1.2593 -2.2905
C -3.9702 -1.1737 -0.1523
N -2.7033 -1.4521 0.4829
C -1.9322 -0.5564 1.1454
O -0.7638 -0.7842 1.4029
C -2.6322 0.7101 1.6647
H -3.4101 0.3746 2.3689
C -1.6303 1.6551 2.3456
H -1.6507 1.5536 3.4281
H -0.6257 1.4149 1.9934
C -2.0639 3.0353 1.8598
H -1.2424 3.7452 1.8111
C -2.6253 2.7009 0.4828
H -3.3698 3.4091 0.1175
O -3.2786 1.4503 0.6373
H -1.8195 2.6159 -0.2570
H -2.8501 3.4382 2.5003
C -2.0753 -2.6438 -0.0591
H -1.0475 -2.6753 0.3068
C -2.1340 -2.5684 -1.6032
H -2.9677 -3.1644 -1.9849
H -1.2187 -2.9488 -2.0572
H -2.6085 -3.5268 0.3063
H -4.4866 -0.3661 0.3587
H -4.5743 -2.0846 -0.0900
H -3.7824 0.2998 -1.7572
S -1.6817 1.2780 -2.5712
H 0.0330 -1.5985 -1.2920
C 3.2952 3.2398 -1.1570
H 2.6394 3.9967 -1.5800
H 4.1981 3.1866 -1.7662
H 3.5829 3.5505 -0.1530
H 4.8217 -0.3998 -0.3056
H 5.0746 1.3455 -0.4442
```

Strongest force on any atom = 1.07 eV/A
HOMO energy = -7.64 eV
Lowest unoccupied orbital energy = 0.0233 Eh
Gap between HOMO and LUMO = 0.304 Ha
Energy above the lowest of the compared OMol25 structures with the same formula, charge and spin = 1.0 kcal/mol
Total energy = -54472.848 eV